(1)
{
  "formula": "C10H16IN2O",
  "method": "ωB97M-V/def2-TZVPD",
  "elements": ["C", "H", "C", "N", "H", "C", "H", "H", "C", "N", "C", "H", "H", "H", "C", "H", "H", "H", "C", "H", "C", "C", "C", "H", "I", "H", "H", "H", "O", "H"],
  "coordinates": [[1.20, 0.65, -1.75], [-1.72, -0.85, -0.85], [1.17, 0.26, 0.80], [-0.78, -2.14, 2.20], [1.92, 2.22, 1.56], [1.00, 1.76, 0.99], [-2.02, 1.68, -0.95], [-0.86, -3.99, 0.05], [-0.32, -2.16, 0.91], [-0.36, -3.09, -0.03], [1.29, -0.35, -0.62], [1.44, 3.03, -0.60], [-0.22, 3.35, -0.04], [1.93, -1.10, -0.85], [-1.29, 1.01, -1.33], [1.71, -0.28, 1.53], [0.15, -2.93, -0.90], [-0.75, -1.32, 2.87], [0.05, -0.56, 0.14], [-1.94, 0.10, 0.57], [0.13, 1.68, -1.44], [-1.34, -0.11, -0.25], [0.61, 2.56, -0.26], [0.23, 1.96, 1.84], [-0.06, 3.09, -3.22], [0.88, 0.16, -2.60], [2.20, 1.08, -1.92], [-1.52, -3.13, 3.69], [-1.20, -3.34, 2.77], [-1.54, 0.74, -2.30]],
  "smiles": "[NH2+]=C(NO)[C@@]12CC[C@@]3(I)CC[C@@H]1[C@@H]2C3",
  "charge": 1,
  "fmax_ev_per_a": 4.4,
  "homo_ha": -0.436,
  "mol_weight_g_mol": 307.2
}


(2)
{
  "formula": "C10H16K4N3O3",
  "method": "ωB97M-V/def2-TZVPD",
  "elements": ["C", "H", "C", "C", "C", "K", "H", "O", "H", "C", "H", "O", "H", "C", "N", "H", "H", "C", "O", "K", "H", "K", "H", "H", "N", "H", "H", "K", "H", "C", "H", "N", "C", "H", "C", "H"],
  "coordinates": [[-17.02, -3.74, -1.33], [-18.14, -8.30, -8.60], [-20.26, 0.68, -4.42], [-20.00, -3.33, -5.26], [-20.13, 1.82, -5.19], [-19.27, -0.28, -7.38], [-18.48, 2.88, -5.86], [-17.57, -6.49, -6.12], [-20.94, 2.36, -5.66], [-16.38, -4.69, -0.48], [-17.37, -3.95, -3.56], [-21.10, -3.87, -4.54], [-20.31, -2.56, -6.00], [-18.93, 0.30, -4.08], [-18.83, 2.23, -5.17], [-17.94, -9.07, -6.94], [-17.60, -2.89, -1.00], [-15.87, -5.68, -1.31], [-19.29, -6.56, -7.37], [-23.70, -2.62, -5.13], [-18.72, -0.57, -3.48], [-22.10, -4.97, -2.26], [-15.34, -6.57, -1.01], [-19.46, -4.10, -5.81], [-16.14, -5.30, -2.61], [-17.00, 1.45, -4.48], [-19.27, -2.78, -4.66], [-21.80, -6.24, -5.86], [-16.49, -4.79, 0.58], [-16.93, -4.19, -2.60], [-21.05, -0.03, -4.21], [-18.19, -6.99, -7.03], [-18.06, 1.27, -4.55], [-16.61, -8.21, -7.71], [-17.69, -8.24, -7.61], [-15.83, -5.75, -3.44]],
  "charge": 3,
  "fmax_ev_per_a": 1.8,
  "homo_ha": -0.510,
  "mol_weight_g_mol": 382.6
}


no.,HOMO-LUMO gap (eV)
1,8.63
2,4.45